1.
{"formula": "C48H35FNO19P", "method": "wB97M-V/def2-TZVPD", "elements": ["C", "C", "F", "C", "C", "C", "C", "C", "O", "O", "C", "C", "C", "C", "O", "N", "P", "O", "O", "O", "C", "O", "H", "H", "H", "H", "H", "H", "H", "H", "H", "H", "H", "C", "C", "C", "O", "C", "C", "C", "O", "H", "H", "H", "H", "C", "C", "C", "O", "C", "C", "C", "O", "H", "H", "H", "H", "C", "C", "C", "O", "C", "C", "C", "O", "H", "H", "H", "H", "C", "C", "C", "O", "C", "C", "C", "O", "H", "H", "H", "H", "C", "C", "C", "O", "C", "C", "C", "O", "H", "H", "H", "H", "C", "C", "C", "O", "C", "C", "C", "O", "H", "H", "H", "H"], "positions_angstrom": [[-4.302887, -1.685626, 0.182356], [-3.665586, -1.077740, 1.473116], [-4.114687, 0.285872, 1.534460], [-2.089559, -1.000307, 1.448445], [-1.340215, -0.380398, 2.554581], [0.121004, -0.255659, 2.570549], [0.912607, 0.426557, 3.742434], [1.718603, -0.604298, 4.602726], [2.704063, -0.324981, 5.206866], [1.216482, -1.904341, 4.695120], [0.840803, -0.802202, 1.432774], [0.084616, -1.422978, 0.332611], [-1.355459, -1.552544, 0.306676], [1.112645, -1.882610, -0.740261], [0.856118, -2.224974, -1.848917], [2.361720, -1.751635, -0.042531], [3.857877, -1.991644, -0.896136], [3.720034, -2.843951, -2.107429], [4.622522, -0.579601, -1.269783], [4.835582, -2.826840, 0.145677], [2.352195, -0.850810, 1.084162], [3.257228, -0.267198, 1.587075], [-5.398261, -1.541215, 0.093430], [-3.997697, -2.766758, 0.088383], [-3.838743, -1.169713, -0.700600], [-4.020890, -1.601067, 2.398989], [-1.921307, 0.022238, 3.416984], [0.253029, 1.066124, 4.416338], [1.677278, 1.087367, 3.249759], [1.191599, -2.336298, 3.822876], [-1.811830, -2.061143, -0.564524], [3.966015, 0.023690, -1.667669], [4.543092, -3.758529, -0.011852], [-7.074671, 0.885556, -4.738250], [-6.938640, 0.141824, -3.643711], [-5.900202, 0.443159, -2.631377], [-5.784261, -0.244220, -1.634643], [-5.019765, 1.604618, -2.882320], [-5.156125, 2.350276, -3.979160], [-6.194872, 2.047803, -4.990583], [-6.320509, 2.726957, -5.987258], [-7.827809, 0.678645, -5.488095], [-7.574403, -0.711327, -3.442747], [-4.266429, 1.811145, -2.131010], [-4.522387, 3.202205, -4.181136], [1.342455, -7.992673, -0.382236], [2.274437, -7.314130, 0.281691], [2.955489, -6.151996, -0.326127], [3.812960, -5.530196, 0.284578], [2.561956, -5.769898, -1.699573], [1.629263, -6.448905, -2.364619], [0.946727, -7.612538, -1.756843], [0.094801, -8.231284, -2.360697], [0.834049, -8.846526, 0.047034], [2.574783, -7.579057, 1.287634], [3.071163, -4.914359, -2.128299], [1.329219, -6.183756, -3.370473], [-3.367106, 4.617855, 3.199643], [-2.367397, 3.775354, 3.447019], [-2.556591, 2.598583, 4.318886], [-1.630764, 1.839553, 4.532976], [-3.894449, 2.385620, 4.910968], [-4.896980, 3.227085, 4.665553], [-4.710919, 4.409021, 3.788572], [-5.623570, 5.175165, 3.562634], [-3.247401, 5.486103, 2.564077], [-1.378859, 3.911129, 3.026479], [-4.009822, 1.516599, 5.546765], [-5.884023, 3.089895, 5.088693], [-1.825526, 5.242488, -1.002154], [-2.088762, 5.035988, -2.289059], [-1.352539, 4.014268, -3.067874], [-1.588875, 3.825227, -4.242817], [-0.315396, 3.230856, -2.360820], [-0.053242, 3.438397, -1.073983], [-0.789186, 4.460050, -0.296428], [-0.543907, 4.646270, 0.879154], [-2.352315, 5.985652, -0.417696], [-2.843930, 5.599242, -2.821769], [0.211761, 2.488025, -2.946505], [0.702910, 2.876559, -0.539526], [7.660045, -6.524775, 0.106882], [6.400575, -6.804216, -0.224491], [5.936534, -8.201386, -0.368300], [4.785852, -8.459053, -0.672643], [6.924302, -9.278004, -0.128682], [8.183454, -8.999771, 0.202396], [8.648775, -7.600424, 0.346727], [9.795771, -7.347015, 0.650410], [8.016911, -5.508362, 0.215959], [5.665617, -6.032112, -0.402776], [6.566327, -10.294137, -0.237818], [8.919044, -9.774095, 0.380477], [0.145512, 7.893866, -0.290784], [1.044261, 8.545788, 0.444161], [1.778048, 9.713325, -0.096035], [2.597907, 10.305978, 0.572386], [1.472519, 10.128531, -1.484046], [0.573885, 9.476820, -2.219334], [-0.160536, 8.309155, -1.680518], [-0.982446, 7.719207, -2.358158], [-0.396672, 7.040537, 0.090122], [1.279070, 8.256043, 1.460748], [2.017572, 10.984151, -1.862117], [0.339337, 9.766861, -3.235819]], "atomic_forces_ev_per_a": [[1.43, -0.16, -0.04], [0.28, 0.31, -0.60], [0.30, -0.95, 0.31], [1.54, -0.28, -0.23], [0.43, -0.73, -1.40], [-0.66, -0.41, -0.80], [-0.10, -0.28, -0.65], [-0.26, -0.15, -0.47], [-0.29, 0.33, 0.08], [0.23, 0.46, -0.44], [-2.39, -0.25, -0.50], [0.07, 0.66, 1.46], [1.62, 1.06, 1.57], [-2.06, 0.77, 2.34], [0.67, -0.16, -0.03], [2.61, 0.83, -1.62], [2.49, -2.29, -1.25], [-0.77, 1.10, 1.06], [-1.58, -1.27, 1.33], [-1.59, 1.91, -1.00], [-3.35, -0.49, 0.17], [0.41, -0.36, -0.27], [0.90, -0.24, 0.50], [-0.56, 0.92, 0.27], [-0.56, -0.40, 0.87], [0.30, 0.61, -0.71], [0.68, -0.47, -0.89], [0.90, -1.12, -1.00], [-0.64, -0.54, 0.72], [-0.29, 0.39, 0.30], [0.19, 0.50, 0.81], [0.45, -0.19, 0.11], [0.21, 0.14, 0.28], [-0.12, -0.18, 0.06], [-0.08, -0.01, -0.13], [-0.13, -0.20, 0.13], [-0.21, 0.46, -0.47], [0.10, 0.19, -0.11], [0.11, -0.09, 0.28], [-0.02, 0.15, -0.22], [0.01, -0.04, 0.09], [0.02, 0.04, -0.02], [0.03, 0.00, 0.04], [-0.03, -0.03, 0.02], [0.06, 0.05, -0.07], [0.05, 0.05, 0.20], [-0.07, -0.05, 0.17], [-0.15, -0.09, -0.21], [-0.34, 0.23, 0.09], [0.09, 0.06, -0.17], [0.10, 0.09, 0.07], [-0.15, -0.11, -0.16], [0.06, 0.04, 0.07], [0.00, -0.01, -0.04], [0.04, 0.01, -0.02], [-0.02, 0.05, 0.04], [-0.01, -0.02, 0.01], [0.11, -0.05, -0.02], [0.03, 0.18, -0.09], [0.05, 0.16, -0.05], [-0.34, 0.13, 0.27], [-0.15, -0.04, 0.04], [0.09, -0.16, 0.08], [-0.13, 0.15, -0.07], [0.07, -0.08, 0.03], [-0.02, 0.00, 0.01], [-0.02, -0.02, -0.01], [0.03, 0.00, 0.00], [0.00, 0.04, -0.03], [-0.19, -0.21, -0.06], [-0.17, -0.09, 0.16], [-0.09, 0.06, -0.22], [-0.05, -0.03, 0.10], [0.17, -0.12, 0.09], [0.08, -0.13, -0.05], [-0.04, -0.08, -0.04], [0.00, 0.09, 0.11], [-0.01, -0.01, -0.01], [0.07, 0.02, -0.04], [-0.03, 0.02, -0.04], [-0.02, 0.03, 0.06], [-0.16, 0.01, -0.04], [0.23, 0.16, -0.08], [-0.12, -0.02, -0.03], [0.18, 0.03, 0.00], [0.12, -0.12, 0.04], [-0.14, -0.16, -0.04], [0.20, 0.12, 0.08], [-0.09, -0.06, -0.03], [0.03, -0.02, 0.00], [0.18, -0.10, -0.02], [-0.04, 0.02, -0.01], [0.03, 0.04, 0.01], [0.04, 0.06, 0.06], [-0.14, -0.18, 0.01], [0.17, 0.13, 0.13], [-0.07, -0.05, -0.05], [-0.09, 0.00, -0.20], [0.13, 0.12, -0.01], [-0.14, -0.03, -0.23], [0.23, 0.32, 0.19], [0.05, 0.04, 0.08], [0.03, 0.03, -0.01], [0.02, 0.00, 0.04], [-0.03, -0.04, 0.01]], "mulliken_charge": [-1.38, 0.69, -0.30, 0.31, -0.65, 0.34, -0.36, 0.52, -0.52, -0.54, 0.08, -0.19, -0.69, -0.03, -0.50, 0.71, 0.49, -0.68, -0.50, -0.57, 0.24, -0.51, 0.39, 0.38, 0.23, 0.24, 0.65, 0.29, 0.35, 0.36, 0.43, 0.37, 0.48, -0.44, -0.35, 0.10, -0.42, -0.23, -0.12, 0.12, -0.53, 0.40, 0.42, 0.59, 0.42, -0.37, -0.31, 0.70, -0.80, -0.30, -0.60, 0.27, -0.57, 0.42, 0.45, 0.56, 0.48, -0.38, -0.35, 0.32, -0.52, -0.34, -0.48, 0.31, -0.56, 0.49, 0.55, 0.47, 0.42, 0.02, -0.64, 0.20, -0.59, -0.49, -0.53, 0.74, -0.66, 0.55, 0.51, 0.44, 0.51, -0.53, 0.14, 0.51, -0.48, -0.42, -0.43, 0.34, -0.54, 0.45, 0.18, 0.42, 0.40, 0.18, -0.57, 0.30, -0.54, -0.43, -0.39, 0.49, -0.50, 0.13, 0.45, 0.40, 0.43], "e_tot_ha": -3775.5473, "orbital_gap_ev": 7.925, "smiles": "C[C@H](F)c1cc(CC(=O)O)c2c(c1)C(=O)N(P(=O)(O)O)C2=O.O=C1C=CC(=O)C=C1.O=C1C=CC(=O)C=C1.O=C1C=CC(=O)C=C1.O=C1C=CC(=O)C=C1.O=C1C=CC(=O)C=C1.O=C1C=CC(=O)C=C1"}



2.
{"formula": "C21H28N3O2V", "method": "wB97M-V/def2-TZVPD", "elements": ["O", "C", "C", "H", "H", "C", "H", "H", "C", "H", "H", "H", "C", "H", "H", "H", "V", "C", "C", "C", "H", "C", "C", "H", "H", "H", "H", "C", "C", "C", "H", "C", "C", "H", "H", "H", "H", "O", "C", "C", "H", "H", "C", "H", "H", "C", "H", "H", "H", "H", "N", "C", "N", "C", "N"], "positions_angstrom": [[-0.343296, 1.797905, -2.671204], [0.751364, 2.738923, -2.603334], [-0.159019, 3.971149, -2.766946], [1.496526, 2.619861, -3.413958], [1.207481, 2.688014, -1.618515], [-1.326438, 2.877765, -2.664589], [0.036410, 4.418174, -3.744813], [-0.241990, 4.666088, -1.901731], [-2.327455, 2.476892, -3.764169], [-1.888651, 2.237800, -4.749970], [-3.124741, 3.214959, -3.906903], [-2.898679, 1.581226, -3.472330], [-2.063281, 3.021390, -1.330285], [-1.488109, 2.607827, -0.500549], [-3.054628, 2.537282, -1.339381], [-2.181863, 4.085842, -1.093452], [0.689932, -0.835361, 1.824165], [1.020020, 0.800269, 3.148788], [2.252413, 0.114564, 3.085181], [2.779193, 0.223509, 1.768491], [2.720289, -0.313498, 3.978607], [1.809020, 0.888935, 0.961836], [0.713154, 1.257927, 1.824434], [-0.095970, 1.905531, 1.495615], [0.490257, 0.999147, 4.109050], [3.792270, -0.032199, 1.449271], [1.923704, 1.166695, -0.088142], [-1.304514, -1.784895, 3.184302], [-1.205931, -0.365707, 2.977701], [-1.440405, -0.088774, 1.591910], [-1.130137, 0.371335, 3.776568], [-1.650235, -1.350287, 0.936519], [-1.658006, -2.389289, 1.934934], [-2.122877, -3.357113, 1.770394], [-1.250474, -2.245465, 4.196502], [-1.592874, 0.856498, 1.087969], [-1.896365, -1.403037, -0.112492], [0.465339, -1.320805, -0.984494], [-0.567891, -1.436031, -2.049805], [0.044655, -2.005743, -3.311281], [-1.059999, -0.470421, -2.211387], [-1.259295, -2.164643, -1.651458], [1.309088, -2.752891, -2.837242], [0.293082, -1.139959, -3.943278], [-0.603382, -2.690912, -3.865766], [1.367881, -2.463045, -1.333168], [2.139954, -2.447148, -3.500809], [1.201098, -3.841520, -2.927662], [2.349684, -2.362343, -0.847475], [0.882840, -3.338602, -0.859597], [1.539013, -2.367828, 3.104669], [1.828466, -2.550987, 4.263140], [2.258835, -2.827553, 5.427810], [1.571398, -2.890090, 6.572939], [1.003112, -2.889388, 7.595409]], "atomic_forces_ev_per_a": [[0.46, 0.65, 0.12], [-0.01, 0.12, 0.31], [-0.92, -1.21, 0.00], [-0.36, -0.20, 0.47], [0.40, -0.09, 0.00], [-0.10, -0.55, -0.54], [-0.52, 0.37, 0.30], [0.43, -0.26, -0.93], [-0.43, 0.51, -0.46], [0.14, 0.35, 0.54], [0.25, 0.25, -0.04], [0.55, 0.07, 0.28], [-0.19, 0.12, 0.17], [0.12, -0.15, -0.14], [0.44, 0.16, 0.04], [-0.26, -0.16, -0.13], [-0.35, -0.76, 0.01], [0.98, 1.37, 0.73], [0.86, 1.40, 0.47], [0.03, -0.09, -0.21], [-0.07, 0.18, -0.75], [0.01, 0.64, 0.78], [1.58, 1.84, -0.50], [0.37, -0.25, 0.39], [0.73, -0.22, -1.28], [-0.53, -0.32, 0.08], [-0.16, -0.29, 0.41], [-1.32, 0.27, -0.26], [-1.44, -0.91, 0.05], [-1.11, -1.81, -0.14], [-0.32, -0.59, -0.50], [-0.42, 0.48, 1.48], [0.03, 1.08, 0.14], [0.73, -0.14, 0.11], [0.05, 0.23, -1.14], [0.08, -0.26, 0.22], [-0.13, -0.27, 0.37], [1.08, -1.10, -3.05], [0.14, -0.24, 1.33], [0.60, 0.52, -0.13], [0.30, -0.21, 0.32], [-0.55, -0.16, 0.00], [0.13, 0.23, -0.46], [0.15, -0.49, -0.12], [-0.21, 0.35, 0.16], [-1.07, 0.11, 1.18], [0.00, -0.08, 0.83], [0.02, 0.27, -0.25], [-0.36, 0.44, -0.33], [0.28, 0.27, 0.06], [0.86, -1.50, 3.90], [-1.51, -0.15, -4.18], [0.21, -0.16, 1.82], [-0.35, 0.54, -0.66], [0.68, -0.22, -0.83]], "mulliken_charge": [-0.31, -0.36, -0.72, 0.29, 0.09, 1.58, 0.32, 0.29, -1.78, 0.35, 0.42, 0.37, -1.54, 0.24, 0.38, 0.43, 0.32, -0.37, -0.86, -0.73, 0.68, 0.00, -0.86, 0.79, 0.47, 0.44, 0.18, -0.90, -1.02, -0.69, 0.79, -0.08, -1.09, 0.42, 0.43, 0.71, 0.80, 0.08, -0.76, -0.54, 0.29, 0.47, -0.64, 0.16, 0.40, -0.65, 0.26, 0.29, 0.42, 0.33, -0.62, 0.92, -0.81, 0.50, -0.60], "e_tot_ha": -2075.6095, "s_squared": 3.772, "e_above_lowest_ev": 1.109, "total_charge": -1, "orbital_gap_ev": [4.800, 6.414], "spin_multiplicity": 4}



3.
{"formula": "C7H26N10O6", "method": "wB97M-V/def2-TZVPD", "elements": ["C", "C", "O", "H", "H", "H", "H", "H", "H", "C", "O", "N", "N", "H", "H", "H", "H", "C", "O", "N", "N", "H", "H", "H", "H", "C", "O", "N", "N", "H", "H", "H", "H", "C", "O", "N", "N", "H", "H", "H", "H", "C", "O", "N", "N", "H", "H", "H", "H"], "positions_angstrom": [[25.473783, -10.834482, -17.606687], [23.950472, -10.645779, -17.355802], [23.300944, -11.245308, -18.398978], [25.919713, -10.625753, -16.591035], [25.787978, -10.440513, -18.596039], [25.599998, -11.981856, -17.645309], [23.828631, -9.622846, -17.330192], [23.605220, -11.124595, -16.425732], [22.338512, -11.211315, -18.321083], [20.300071, -8.421489, -20.678601], [18.966672, -8.278139, -20.438361], [20.951731, -7.958936, -21.748597], [21.076461, -9.095172, -19.913496], [20.266089, -7.773029, -22.518291], [21.971360, -8.254202, -21.911069], [20.677427, -9.532784, -19.038731], [22.086364, -9.246688, -20.111622], [23.452560, -9.872667, -21.717951], [23.335925, -11.136620, -22.274775], [23.622863, -9.625227, -20.419902], [23.388233, -8.820760, -22.449818], [23.788308, -10.408093, -19.796796], [24.081385, -8.753914, -20.163697], [23.557705, -8.935840, -23.409335], [23.596141, -7.861287, -22.081269], [23.243696, -6.585000, -18.608781], [24.172583, -7.251984, -19.459355], [22.063924, -7.105693, -18.398653], [23.406564, -5.445175, -18.004169], [21.726058, -7.997045, -18.886895], [21.312627, -6.524514, -17.899613], [24.485761, -5.329385, -18.033667], [22.801716, -4.973229, -17.346234], [22.709794, -5.181986, -22.259556], [23.786192, -6.023149, -21.896455], [21.472019, -5.486648, -22.187429], [22.875655, -3.980339, -22.619458], [21.232652, -6.476458, -21.874688], [20.598438, -4.951028, -22.355929], [23.738664, -3.433719, -22.495464], [22.088064, -3.402572, -22.776026], [20.405649, -12.886480, -20.868085], [21.179010, -14.065191, -21.199293], [19.555542, -12.911951, -19.877859], [20.625656, -11.806419, -21.462446], [19.406715, -13.853633, -19.415267], [18.750967, -12.243984, -19.721330], [21.485123, -11.645455, -22.022091], [20.419956, -10.913768, -20.914842]], "atomic_forces_ev_per_a": [[-1.13, -3.12, 1.59], [2.11, -1.60, 0.98], [-1.45, -1.23, -1.46], [0.41, 0.70, -1.65], [0.24, 0.31, 1.21], [-0.01, 1.60, -0.30], [-0.91, 2.56, 0.22], [0.50, 0.37, 0.09], [0.25, -0.16, 0.12], [-7.97, 1.15, -0.23], [6.17, -0.37, -1.27], [-1.33, 0.01, -1.83], [0.48, -3.35, 4.80], [1.32, -0.51, 0.66], [-2.14, 0.24, -0.62], [0.37, 0.75, -1.66], [-0.08, -0.37, 0.05], [0.80, -8.79, -1.56], [0.22, 6.09, 2.81], [0.69, -0.82, 0.25], [0.41, 3.81, -1.41], [-0.21, -0.29, -0.24], [-0.10, 0.56, 0.32], [-0.07, -0.26, -1.36], [0.50, -0.18, -0.19], [2.46, -4.73, -4.56], [-3.79, 4.05, 5.12], [-3.96, -1.36, 0.56], [5.81, 2.14, -0.16], [0.80, 2.26, 0.95], [1.71, -1.42, -1.11], [-2.60, 0.94, 0.53], [0.28, -0.48, -0.16], [6.02, -5.24, 2.73], [-5.27, 3.49, -2.09], [-5.07, -3.49, 0.84], [3.40, 5.99, -1.41], [0.57, 1.74, -0.17], [1.74, 0.09, 0.01], [-0.51, -1.14, -0.19], [-0.65, 0.36, -0.14], [5.23, -9.88, -1.21], [-4.32, 5.69, 1.85], [-3.74, -1.44, 3.86], [1.16, 7.22, -1.80], [0.43, 1.76, -1.12], [1.66, -0.97, -0.71], [-0.39, -0.86, 0.29], [-0.04, -1.82, -1.24]], "mulliken_charge": [-1.13, -0.17, -0.53, 0.37, 0.33, 0.27, 0.11, 0.50, 0.18, 0.29, -0.81, -0.35, 0.25, 0.36, 0.37, 0.29, -0.45, 0.10, -0.85, -0.15, -0.15, 0.11, 0.42, 0.22, 0.23, 0.53, -0.79, -0.24, -0.41, 0.24, 0.22, 0.37, 0.20, 0.47, -0.76, -0.36, -0.35, 0.41, 0.23, 0.30, 0.17, 0.41, -0.73, -0.42, -0.30, 0.25, 0.24, 0.33, 0.16], "e_tot_ha": -1281.2160, "e_above_lowest_ev": 8.807, "orbital_gap_ev": 7.970, "smiles": "NC(N)=O.NC(N)=O.NC(N)=O.NC(N)=O.NC(N)=O.CCO"}